No. 1
Below is 9 unconnected molecules or ions with the total composition C8H32ClN16O12, with properties calculated with wB97M-V/def2-TZVPD.

The energy above the lowest of the compared OMol25 structures with the same formula, charge and spin comes out at 739.8 kJ/mol. The frontier orbital gap is 8.197 eV. Its total charge is -1. The HOMO energy is -6.55 eV.

Each line ends with the Löwdin charge.
Cartesian coordinates (Å):
1 Cl 22.08687 -27.37238 28.33039  0.6013
2 O 21.81145 -28.34431 27.31682  -0.3744
3 O 21.14742 -26.26875 28.19424  -0.4370
4 O 21.91997 -27.83033 29.68952  -0.3853
5 O 23.35488 -26.68888 28.17985  -0.4040
6 C 16.56500 -26.98406 30.28719  -0.8613
7 O 15.76342 -27.45729 31.00273  0.0689
8 N 16.55994 -27.04623 28.97826  0.1646
9 N 17.50606 -26.23280 30.69768  0.1639
10 H 15.88170 -27.45171 28.34922  0.1154
11 H 17.21058 -26.36211 28.61945  0.1000
12 H 18.32656 -26.07005 30.13163  0.1184
13 H 17.38480 -25.80781 31.60585  0.1272
14 C 24.63771 -21.82156 31.34413  -0.8383
15 O 24.10366 -21.05612 30.57097  0.0399
16 N 24.60639 -23.11687 31.33532  0.1778
17 N 25.12279 -21.42899 32.43846  0.1469
18 H 24.92102 -23.53547 32.19896  0.1026
19 H 24.38247 -23.61634 30.48651  0.1297
20 H 25.08261 -20.43618 32.61968  0.1253
21 H 25.83881 -21.95436 32.91951  0.1134
22 C 17.08375 -25.82395 23.53255  -0.8426
23 O 16.01759 -25.92025 22.91590  0.0025
24 N 17.74807 -24.74396 23.55977  0.1670
25 N 17.55502 -26.73500 24.28902  0.1754
26 H 17.17710 -23.97508 23.23896  0.1276
27 H 18.39887 -24.64951 24.32636  0.1187
28 H 16.83948 -27.43587 24.41894  0.1260
29 H 18.44154 -26.73780 24.77294  0.1260
30 C 29.17905 -23.36955 28.58994  -0.8120
31 O 29.37052 -22.22363 28.17582  -0.0154
32 N 28.08667 -23.97512 28.16927  0.1724
33 N 29.97719 -23.93421 29.38562  0.1816
34 H 27.49012 -23.45367 27.54292  0.1245
35 H 27.97224 -24.92029 28.50639  0.1045
36 H 29.59771 -24.81156 29.71173  0.1056
37 H 30.95785 -23.72265 29.50244  0.1304
38 C 22.96911 -33.83033 29.39017  -0.8052
39 O 22.06230 -33.63941 30.16350  0.0260
40 N 23.92488 -34.71173 29.44743  0.1702
41 N 22.90635 -33.10371 28.31830  0.1558
42 H 24.05548 -35.24204 30.29703  0.1184
43 H 24.49396 -34.90811 28.63646  0.1092
44 H 22.57053 -32.15761 28.20775  0.1296
45 H 23.49714 -33.38275 27.54810  0.0978
46 C 24.32798 -25.63476 22.86767  -0.8196
47 O 24.59615 -25.52671 21.71461  0.0517
48 N 25.26177 -25.64984 23.81354  0.1469
49 N 23.15163 -25.56341 23.38721  0.1704
50 H 25.12060 -26.06427 24.72372  0.1046
51 H 26.22296 -25.50868 23.53736  0.1077
52 H 22.39352 -25.62802 22.72298  0.1196
53 H 22.97059 -25.74793 24.36357  0.1194
54 C 27.28327 -26.57653 32.65627  -0.7551
55 O 27.61869 -26.61538 31.45951  -0.0037
56 N 28.08417 -26.54153 33.66796  0.1591
57 N 26.00796 -26.74204 33.02216  0.1525
58 H 29.03967 -26.40745 33.36936  0.1184
59 H 27.88380 -26.67694 34.64856  0.1169
60 H 25.41285 -26.98167 32.24208  0.1191
61 H 25.68785 -26.89029 33.96854  0.1049
62 C 19.19848 -31.99668 34.36319  -0.8434
63 O 18.52956 -31.61409 35.26130  0.0505
64 N 19.53840 -31.28914 33.33202  0.1768
65 N 19.96520 -33.02601 34.52197  0.1530
66 H 19.23597 -30.37518 33.02656  0.1291
67 H 20.19213 -31.75019 32.71543  0.1033
68 H 20.64005 -33.14497 33.78000  0.1070
69 H 19.68659 -33.65360 35.26264  0.1219


No. 2
Below is 2 unconnected molecules or ions with the total composition C6H9NO2, with properties calculated with wB97M-V/def2-TZVPD.

The energy above the lowest of the compared OMol25 structures with the same formula, charge and spin comes out at 284.5 kJ/mol. The frontier orbital gap is 9.179 eV. Its total charge is 0. The structure (SMILES) is NC1=CC(=O)[C@H]2C[C@@H]12.O. The HOMO energy is -8.95 eV.

Each line ends with the Löwdin charge.
Cartesian coordinates (Å):
1 N -2.72718 -0.85704 0.16318  0.0503
2 C -3.96967 -0.80042 0.83080  -0.2643
3 C -4.52288 0.39927 1.30606  0.0381
4 C -5.95054 0.30254 1.33494  -0.3877
5 O -6.77171 1.12483 1.76463  0.0459
6 C -6.34629 -1.00710 0.68103  -0.1415
7 C -5.94261 -1.14729 -0.76530  -0.0371
8 C -5.06469 -1.69916 0.32886  -0.1886
9 H -2.75846 -0.97964 -0.84353  0.1190
10 H -2.07096 -0.11106 0.37486  0.1069
11 H -3.94993 1.27124 1.61926  0.1209
12 H -7.21871 -1.54573 1.05138  0.1523
13 H -6.49049 -1.87513 -1.36446  0.1083
14 H -5.60698 -0.25734 -1.30197  0.1205
15 H -4.92868 -2.77717 0.41493  0.1499
16 H -2.05443 -1.77216 1.47242  0.1658
17 O -2.72152 -2.15319 2.37911  -0.1774
18 H -2.80534 -1.48626 3.06714  0.0187


No. 3
Below is CH3BrCl2OSi in the gas phase, with properties calculated with wB97M-V/def2-TZVPD.

The energy above the lowest of the compared OMol25 structures with the same formula, charge and spin comes out at 109.1 kJ/mol. The frontier orbital gap is 10.395 eV. Its total charge is 0. The structure (SMILES) is CO[Si](Cl)(Cl)Br. The HOMO energy is -10.22 eV.

Each line ends with the Löwdin charge.
Cartesian coordinates (Å):
1 C 1.46292 -0.18288 0.14624  -0.2308
2 O 0.40246 0.58888 0.62449  -0.4253
3 Si -1.37077 0.19332 -0.06306  -0.7446
4 Cl -2.29576 1.22535 1.31067  0.4174
5 Cl -1.19187 0.92091 -1.87847  0.4076
6 Br -2.18397 -1.88720 -0.14451  0.3480
7 H 2.41581 0.42194 0.22800  0.1000
8 H 1.36392 -0.16078 -0.93178  0.0437
9 H 1.39726 -1.11954 0.70841  0.0839


No. 4
Below is a gas-phase ion, C4H11N3O (charge +1), with properties calculated with wB97M-V/def2-TZVPD.

Its multiplicity is 2. As for the expectation value of S²: 0.757. The energy above the lowest of the compared OMol25 structures with the same formula, charge and spin comes out at 230.1 kJ/mol. The frontier orbital gap (alpha / beta) is 10.563 / 4.759 eV. Its total charge is +1. The HOMO energy (alpha / beta) is -13.59 / -13.48 eV.

Each line ends with the Löwdin charge.
Cartesian coordinates (Å):
1 O 1.31484 1.62350 0.23981  0.1832
2 C 0.60952 0.64302 0.18732  -0.3907
3 N 0.61060 -0.26609 1.20689  0.1219
4 C -0.62552 -0.98395 1.57000  -0.2609
5 N -0.53004 -2.42477 1.53980  0.0037
6 C -0.37736 0.50235 -1.02989  -0.3105
7 C 0.23178 -0.41675 -2.06684  -0.0109
8 N -1.01403 1.69561 -1.42468  0.2491
9 H 1.42623 -0.14985 1.76782  0.1567
10 H -0.92399 -0.73175 2.64144  0.1483
11 H -1.53413 -0.69010 0.98257  0.1259
12 H 0.45798 -2.81726 1.73239  0.1283
13 H -0.84369 -2.82722 0.66261  0.0658
14 H -1.25506 -0.13515 -0.65166  0.1780
15 H 0.61145 -1.39841 -1.69897  0.1184
16 H -0.48476 -0.64149 -2.85958  0.1037
17 H 1.00337 0.10122 -2.60326  0.0930
18 H -0.69645 2.07637 -2.30905  0.1473
19 H -1.06969 2.40312 -0.69726  0.1497


No. 5
Below is a molecular structure, ClH2LiO, with properties calculated with wB97M-V/def2-TZVPD.

The frontier orbital gap is 8.514 eV. Its total charge is 0. The HOMO energy is -9.74 eV.

Each line ends with the Löwdin charge.
Cartesian coordinates (Å):
1 Li 3.36109 -0.22678 0.27129  0.6560
2 Cl 1.24766 -0.73598 0.01103  -0.4314
3 O -1.69052 0.58982 0.15628  -0.1242
4 H -2.16281 0.06892 -0.50121  0.0200
5 H -0.75542 0.30402 0.06262  -0.1204


No. 6
Below is a molecular structure, C45H42FeN5P3, with properties calculated with wB97M-V/def2-TZVPD.

Its multiplicity is 5. As for the expectation value of S²: 6.016. The energy above the lowest of the compared OMol25 structures with the same formula, charge and spin comes out at 0.0 kJ/mol. The frontier orbital gap (alpha / beta) is 7.418 / 7.420 eV. Its total charge is +2. The HOMO energy (alpha / beta) is -12.90 / -13.20 eV.

Each line ends with the Löwdin charge.
Cartesian coordinates (Å):
1 Fe -0.32175 -0.74641 -0.07206  0.5009
2 C -0.25204 0.73746 -3.17573  -0.3457
3 C 0.62501 -0.54188 -3.18961  -0.3767
4 P 1.61187 -0.80944 -1.65567  0.9728
5 C 2.88083 0.48619 -1.67845  -0.3603
6 C 3.05281 1.35232 -2.75377  -0.0832
7 C 4.05655 2.30947 -2.72692  -0.0548
8 C 4.89343 2.41062 -1.62709  -0.0534
9 C 4.73398 1.54314 -0.55256  -0.0572
10 C 3.73365 0.58668 -0.57804  -0.1054
11 C 2.48466 -2.38046 -1.89435  -0.3658
12 C 3.02740 -2.98015 -0.75519  -0.1326
13 C 3.75525 -4.15257 -0.86208  -0.0631
14 C 3.93054 -4.74675 -2.10536  -0.0520
15 C 3.38588 -4.16161 -3.23755  -0.0532
16 C 2.67113 -2.97607 -3.13784  -0.0719
17 P -0.40274 1.54796 -1.50005  1.0293
18 C -2.16012 1.88023 -1.16400  -0.2792
19 C -2.99446 0.69598 -0.86899  -0.3247
20 C -4.01516 0.84185 0.30413  -0.0922
21 C -4.19994 2.18735 0.82316  -0.0387
22 C -3.64083 3.25454 0.22000  -0.0621
23 C -2.56881 3.09455 -0.72837  -0.0696
24 C 0.38264 3.16104 -1.70051  -0.3920
25 C 0.01321 4.02221 -2.73407  -0.0947
26 C 0.63919 5.24993 -2.87031  -0.0518
27 C 1.63113 5.62736 -1.97360  -0.0483
28 C 2.00680 4.77249 -0.94753  -0.0589
29 C 1.38866 3.53880 -0.81418  -0.1103
30 H -1.24607 0.51591 -3.57374  0.0862
31 H 0.15448 1.48102 -3.86166  0.0765
32 H 1.27392 -0.53993 -4.06637  0.0831
33 H 0.00131 -1.43609 -3.28794  0.0844
34 H 2.42313 1.28870 -3.63170  0.0994
35 H 4.18350 2.97318 -3.57147  0.1193
36 H 5.67752 3.15526 -1.60842  0.1177
37 H 5.40057 1.60528 0.29745  0.1138
38 H 3.62977 -0.10004 0.25461  0.0850
39 H 2.88397 -2.52202 0.22013  0.0936
40 H 4.18675 -4.60386 0.02132  0.1146
41 H 4.49465 -5.66524 -2.19027  0.1172
42 H 3.52546 -4.62358 -4.20511  0.1169
43 H 2.27224 -2.52188 -4.03478  0.1009
44 H -2.01051 -0.58845 -2.04054  0.1160
45 H -4.14648 -0.00284 0.97376  0.1391
46 H -4.82916 2.30697 1.69538  0.1240
47 H -3.86152 4.25332 0.57118  0.1185
48 H -1.96737 3.96833 -0.94494  0.1078
49 H -0.77038 3.73986 -3.42820  0.1180
50 H 0.34989 5.91588 -3.67177  0.1168
51 H 2.11433 6.58898 -2.08100  0.1171
52 H 2.78933 5.06073 -0.25861  0.1161
53 H 1.72062 2.85070 -0.04553  0.0852
54 N -4.96483 -0.69429 -1.47156  0.0459
55 C -4.44726 0.60824 -1.13718  -0.1297
56 N -2.27062 -0.57127 -1.05096  0.0267
57 C -3.07720 -1.75567 -0.84426  -0.2646
58 N -4.33172 -1.79473 -1.05734  0.1379
59 C -2.33325 -2.95528 -0.46311  -0.1886
60 C -2.90152 -4.23240 -0.44443  -0.0346
61 N -2.20035 -5.29505 -0.09943  0.1260
62 C -0.92063 -5.12325 0.21951  -0.0713
63 C -0.33538 -3.86915 0.20019  -0.0770
64 N -1.04394 -2.78807 -0.13279  0.0202
65 H -5.96501 -0.79765 -1.36642  0.1541
66 H -4.93364 1.42248 -1.65761  0.1721
67 H -3.93944 -4.36725 -0.71880  0.1287
68 H -0.34977 -6.00045 0.49294  0.1242
69 H 0.70807 -3.72260 0.44572  0.1027
70 C -0.54617 2.08436 2.22967  -0.2121
71 P -0.50884 0.26515 2.15389  0.9656
72 C 0.91487 -0.25020 3.15307  -0.3697
73 C 2.17241 0.22640 2.78279  -0.1189
74 C 3.30178 -0.18393 3.47196  -0.0689
75 C 3.18405 -1.08202 4.52518  -0.0571
76 C 1.93530 -1.56178 4.89190  -0.0559
77 C 0.79936 -1.14819 4.21006  -0.0727
78 C -2.01034 -0.27299 3.01734  -0.3858
79 C -2.46686 -1.57502 2.81115  -0.1218
80 C -3.63774 -2.01449 3.40929  -0.0602
81 C -4.36755 -1.15133 4.21395  -0.0518
82 C -3.91509 0.14331 4.43196  -0.0533
83 C -2.74002 0.58336 3.84078  -0.0774
84 H 0.26524 2.48407 1.62396  0.0212
85 H -0.43189 2.44868 3.24999  0.0682
86 H -1.49123 2.43731 1.81329  0.0360
87 H 2.27130 0.93171 1.96328  0.0854
88 H 4.27442 0.20302 3.19624  0.1113
89 H 4.06547 -1.39988 5.06494  0.1158
90 H 1.84173 -2.25237 5.71897  0.1160
91 H -0.17372 -1.51483 4.51185  0.1043
92 H -1.88941 -2.25566 2.19733  0.0818
93 H -3.97741 -3.02965 3.25095  0.1148
94 H -5.28300 -1.49002 4.67938  0.1173
95 H -4.47515 0.81170 5.07180  0.1174
96 H -2.40374 1.59467 4.02547  0.1051


No. 7
Below is a gas-phase ion, C5H6FN2O4S2 (charge +1), with properties calculated with wB97M-V/def2-TZVPD.

The frontier orbital gap is 10.042 eV. Its total charge is +1. The structure (SMILES) is O=S(=O)(F)NS(=O)(=O)[n+]1ccccc1. The HOMO energy is -15.41 eV.

Each line ends with the Löwdin charge.
Cartesian coordinates (Å):
1 C 1.34897 1.26907 0.72041  0.0322
2 C 1.50942 0.05579 -0.00652  0.0636
3 C 0.11841 1.64025 1.16051  0.0038
4 C 0.40935 -0.81302 -0.03319  -0.0057
5 C -0.92901 0.76029 1.11223  -0.0143
6 N -0.77939 -0.44675 0.52237  -0.1104
7 N -2.21733 -2.04112 -1.28289  -0.1176
8 O -1.43674 -2.92152 1.12321  -0.1826
9 O -3.22379 -1.20863 1.03022  -0.1943
10 O -3.27209 -0.70826 -3.09876  -0.1322
11 O -2.23675 0.37605 -1.14108  -0.2256
12 F -0.90480 -0.52849 -2.88029  -0.1871
13 S -2.02440 -1.76250 0.54684  0.7835
14 S -2.38410 -0.61640 -2.08027  0.5739
15 H 2.18343 2.01091 0.56931  0.1602
16 H 2.35700 -0.13275 -0.57076  0.1089
17 H -0.10355 2.52324 1.67974  0.1243
18 H 0.21804 -1.69112 -0.50207  0.0911
19 H -1.86648 0.98282 1.54518  0.1419
20 H -2.95000 -2.64554 -1.52265  0.0864


| no. | E (eV) |
| --- | --- |
| 1 | -69746.66324 |
| 2 | -11950.37034 |
| 3 | -106101.76277 |
| 4 | -10834.81403 |
| 5 | -14808.92401 |
| 6 | -117037.61007 |
| 7 | -40830.00410 |